Molecular formula: C6H24Br2N12O6Y
Method: DFT, the ωB97M-V functional and the def2-TZVPD basis

Values from the calculation:
Lowest unoccupied orbital energy in eV: -2.37
Orbital gap in Eh: 0.272
Total charge: +1
HOMO in eV: -9.77

Structure (XYZ):
```
51
Properties=species:S:1:pos:R:3:forces:R:3:nbo_charge:R:1
Y -0.5746 -0.1711 0.5523 -0.2 0.6 0.7 1.752
Br -1.4041 1.2990 2.9642 0.0 -0.3 -0.2 -0.698
Br -2.3365 -2.1735 -0.4428 -0.2 0.0 -0.3 -0.687
C -0.7185 -2.5808 3.0076 -0.6 0.0 0.1 0.828
O -0.2017 -1.8221 2.1801 0.1 -0.2 0.4 -0.721
N -1.8442 -3.2943 2.7573 0.1 0.0 -0.3 -0.820
N -0.2362 -2.7867 4.2603 -0.1 -0.4 0.2 -0.813
H -2.1587 -4.0046 3.3885 0.0 0.0 0.2 0.389
H -2.2467 -3.3156 1.8299 0.2 0.4 -0.1 0.441
H -0.8491 -3.2945 4.8681 0.1 0.0 0.3 0.390
H 0.4981 -2.2844 4.7196 0.0 0.4 -0.5 0.408
C 2.5805 -0.0481 2.0602 0.1 0.0 -1.1 0.823
O 1.4733 0.2131 1.5981 0.8 -0.2 0.3 -0.679
N 3.6494 -0.3147 1.2373 -0.4 0.1 -0.2 -0.835
N 2.8608 -0.0726 3.3710 -0.2 -0.2 0.2 -0.804
H 3.5350 -0.0703 0.2714 0.0 0.0 0.0 0.397
H 4.5794 -0.4797 1.5719 0.0 0.1 0.1 0.394
H 3.7916 -0.3516 3.6161 -0.1 -0.1 0.6 0.391
H 2.0695 -0.2308 3.9751 0.2 0.2 0.2 0.423
C -3.2405 1.7949 -0.7223 0.7 -1.5 0.5 0.822
O -2.3606 1.1579 -0.1222 -0.3 1.0 -0.1 -0.716
N -3.4769 3.1230 -0.6045 0.3 -0.3 0.1 -0.813
N -4.0621 1.1372 -1.5584 -0.4 0.9 -0.5 -0.817
H -2.8861 3.6879 -0.0258 0.1 -0.1 0.0 0.418
H -4.1367 3.5623 -1.2145 -0.1 0.2 0.1 0.393
H -4.6639 1.7401 -2.0879 -0.5 -0.7 -0.3 0.383
H -4.0700 0.1341 -1.6238 0.1 0.0 0.1 0.436
C -0.3555 0.4005 -2.9745 -0.9 -1.2 0.8 0.811
O -0.1453 0.2716 -1.7653 0.3 0.5 -0.7 -0.696
N -1.5000 -0.0514 -3.5585 0.7 0.5 0.1 -0.825
N 0.5472 0.9120 -3.8414 -0.6 0.1 0.1 -0.827
H -2.1627 -0.5761 -3.0123 0.0 0.0 0.1 0.438
H -1.6624 0.1864 -4.5179 -0.4 -0.2 0.0 0.391
H 0.3782 0.6379 -4.7910 0.8 0.4 -0.3 0.403
H 1.4143 1.2464 -3.4715 0.2 -0.1 -0.4 0.403
C 1.6197 -2.5061 -0.9478 0.4 0.4 1.2 0.827
O 0.9434 -1.6833 -0.3351 0.3 -0.5 -0.4 -0.692
N 2.5442 -2.1056 -1.8648 0.3 0.2 -0.7 -0.833
N 1.6480 -3.8344 -0.6858 0.1 0.8 -0.8 -0.805
H 3.1910 -2.7335 -2.3050 -0.1 -0.2 0.1 0.392
H 2.7810 -1.1378 -1.9691 -0.5 0.1 0.1 0.400
H 2.2964 -4.3164 -1.2760 -0.1 -0.9 0.4 0.389
H 1.1607 -4.2509 0.0840 -0.2 0.0 -0.1 0.432
C 0.4503 3.1265 -0.1439 -1.7 -0.5 0.3 0.821
O 0.2970 1.9599 0.2075 0.6 0.9 -0.2 -0.677
N -0.3863 4.1275 0.2649 0.1 0.0 0.1 -0.841
N 1.3551 3.4928 -1.0659 0.3 0.1 0.0 -0.819
H -0.2632 5.0602 -0.0810 0.1 0.1 0.1 0.388
H -0.9664 4.0059 1.0797 0.3 -0.3 0.2 0.433
H 1.4227 4.4626 -1.3057 0.4 -0.1 -0.4 0.399
H 1.8220 2.7515 -1.5503 0.2 0.2 -0.1 0.403
```
Positions in Å, forces in eV/Å.

Molecular formula: C4H10O3
Method: DFT, the ωB97M-V functional and the def2-TZVPD basis

Values from the calculation:
Lowest unoccupied orbital energy in eV: 0.66
SMILES: C[C@@H](O)CC=O.O
Orbital gap in Eh: 0.383
HOMO in eV: -9.76

Structure (XYZ):
```
17
Properties=species:S:1:pos:R:3:forces:R:3:nbo_charge:R:1
C -0.7785 -0.4656 1.2275 0.4 -1.4 0.4 -0.643
C 0.0721 0.1130 0.1593 -1.0 3.0 -2.0 0.121
O -0.1833 -0.4555 -1.1334 -0.4 -0.3 0.5 -0.740
C -0.1566 1.6978 0.0341 1.3 -0.4 1.2 -0.526
C 0.9642 2.4933 -0.5727 1.4 -1.7 0.6 0.444
O 0.9896 2.9406 -1.6686 -0.4 0.9 -1.5 -0.507
H -0.4646 -1.5181 1.3169 -0.5 0.0 -0.1 0.230
H -1.8752 -0.4222 1.0626 0.8 0.3 0.2 0.229
H -0.3900 -0.0506 2.1564 -0.8 0.3 0.3 0.219
H 1.0987 0.0867 0.4034 1.3 -0.8 0.4 0.171
H 0.5867 -0.8796 -1.5082 0.5 0.1 0.0 0.482
H -1.0491 1.9930 -0.4664 -1.0 -0.1 -0.1 0.234
H -0.0629 2.0620 1.0701 -0.9 -0.1 0.0 0.210
H 1.9223 2.5596 0.0269 -0.6 0.0 0.1 0.084
O 0.0169 -3.4612 -0.4448 0.0 -1.5 0.0 -0.969
H -0.4951 -4.1265 -0.9634 0.5 1.3 0.5 0.480
H -0.1950 -2.5668 -0.6998 -0.7 0.3 -0.5 0.480
```
Positions in Å, forces in eV/Å.

Molecular formula: C9H34N12O8
Method: DFT, the ωB97M-V functional and the def2-TZVPD basis

Values from the calculation:
Lowest unoccupied orbital energy in eV: -0.33
SMILES: NC(N)=O.NC(N)=O.NC(N)=O.NC(N)=O.NC(N)=O.NC(N)=O.CCO.CO
Orbital gap in Eh: 0.326
HOMO in eV: -9.20

Structure (XYZ):
```
63
Properties=species:S:1:pos:R:3:forces:R:3:nbo_charge:R:1
N 14.3695 13.3265 -25.2567 0.1 -2.9 4.7 -0.902
C 14.1547 13.4651 -26.5123 -0.2 -5.0 -6.3 0.790
N 13.8971 14.7078 -26.7581 -1.4 2.5 -4.8 -0.812
O 14.2029 12.4348 -27.4840 -0.4 4.7 4.6 -0.797
H 14.0933 12.3984 -24.8278 1.0 1.2 -0.7 0.434
H 14.1147 14.1451 -24.6706 0.0 -0.9 -0.7 0.420
H 13.5563 15.0448 -27.6825 0.9 -0.6 1.1 0.428
H 13.9549 15.3948 -26.0555 0.0 1.3 0.8 0.427
N 13.6922 15.6641 -23.8033 -6.8 -8.1 0.9 -0.891
C 14.2522 16.7315 -23.9874 -0.4 8.4 -7.2 0.764
N 15.2722 16.8220 -23.1911 3.9 3.6 2.3 -0.862
O 13.8632 17.5414 -25.1030 2.3 -3.4 5.4 -0.790
H 12.7425 15.4918 -24.1961 0.4 0.3 -0.1 0.449
H 13.8876 14.9822 -23.0204 -0.2 1.5 -0.7 0.418
H 15.7724 17.7026 -23.1246 -0.1 -0.1 -0.4 0.418
H 15.3495 16.2941 -22.2886 -0.6 0.7 -0.7 0.426
N 16.4546 14.5648 -23.9708 -1.5 1.1 -2.5 -0.899
C 17.4386 14.1121 -23.2378 1.6 4.4 5.3 0.768
N 17.7323 12.8550 -23.3292 2.7 -2.6 0.6 -0.814
O 17.8843 14.9596 -22.2208 -1.2 -3.9 -4.2 -0.793
H 16.1651 15.5457 -23.7473 0.6 -0.7 -0.7 0.442
H 16.0066 14.0781 -24.7911 1.1 0.4 1.3 0.432
H 18.5348 12.5259 -22.7175 -1.7 0.4 -1.3 0.430
H 17.3063 12.2601 -24.0687 0.5 0.3 1.1 0.436
N 15.6047 15.3907 -20.8750 2.2 1.5 0.5 -0.864
C 14.5920 14.5630 -20.9503 -5.4 -0.6 7.6 0.763
N 14.5499 13.8737 -22.0830 0.9 -1.9 -1.4 -0.912
O 13.6295 14.4916 -19.8460 4.9 0.1 -6.7 -0.737
H 15.7826 16.0369 -20.1171 -0.9 -0.5 0.4 0.427
H 16.5047 15.1421 -21.3326 0.2 -0.1 -0.2 0.446
H 13.8819 13.1321 -22.2199 -0.3 0.1 0.4 0.426
H 15.3183 13.9168 -22.8404 -1.1 0.1 1.9 0.433
N 11.4870 10.2305 -27.7572 -3.2 0.3 -2.3 -0.768
C 12.2937 9.4391 -27.1579 -1.4 -9.4 0.1 0.765
N 13.3393 9.9876 -26.5615 3.7 -0.4 0.7 -0.895
O 12.0883 8.0389 -27.1235 1.2 7.1 0.0 -0.759
H 10.6842 9.8453 -28.3011 1.3 0.5 1.0 0.428
H 11.6565 11.2014 -27.7271 0.0 1.1 -0.1 0.409
H 14.0081 9.2313 -26.3008 -0.7 0.8 -0.6 0.404
H 13.7859 10.8831 -26.9181 -0.5 -0.5 -0.2 0.460
N 12.3767 12.1028 -22.6083 -1.8 1.4 1.5 -0.853
C 12.3324 11.6427 -23.8542 -6.3 4.0 -3.4 0.753
N 13.3361 10.9398 -24.1666 2.8 -3.0 -3.2 -0.855
O 11.4247 12.0934 -24.7405 4.0 -2.2 3.8 -0.722
H 11.5457 12.6654 -22.4087 0.6 -0.4 0.7 0.441
H 12.8778 11.5890 -21.8993 -0.6 0.0 0.3 0.402
H 13.3547 10.5522 -25.1634 -0.5 0.0 1.0 0.434
H 14.0230 10.6511 -23.5322 0.7 -0.4 1.2 0.383
C 10.0149 16.7351 -24.6871 -0.7 2.2 0.6 -0.627
C 10.8643 16.1157 -25.7236 0.5 0.2 -0.3 -0.091
O 11.3806 14.9453 -25.1432 1.3 -1.3 -0.1 -0.726
H 9.4243 17.5827 -25.1187 0.6 -0.5 0.4 0.216
H 10.6399 17.1355 -23.8566 -0.4 -0.2 -0.6 0.212
H 9.2854 16.0849 -24.2394 -0.2 -0.7 0.0 0.218
H 11.7002 16.7877 -25.9880 -0.4 0.0 -0.1 0.197
H 10.3272 15.7949 -26.5997 -0.5 0.3 -0.6 0.164
H 11.9705 14.5341 -25.8112 -0.8 0.0 0.6 0.478
C 17.0908 11.1329 -26.1868 -1.7 -1.0 -1.4 -0.281
O 16.3369 11.0936 -24.9920 1.0 1.9 1.5 -0.761
H 17.7029 12.0547 -26.2294 0.0 -1.0 0.1 0.200
H 16.2880 11.1724 -26.9234 0.5 0.7 -0.9 0.208
H 17.5102 10.1300 -26.3708 1.0 0.8 0.2 0.188
H 15.8704 10.2967 -24.9066 -0.7 -1.7 0.0 0.477
```
Positions in Å, forces in eV/Å.

Molecular formula: C17H31AsF9KNO9S4
Method: DFT, the ωB97M-V functional and the def2-TZVPD basis

Values from the calculation:
Lowest unoccupied orbital energy in eV: 1.81
Orbital gap in Eh: 0.294
Total charge: -1
HOMO in eV: -6.19

Structure (XYZ):
```
73
Properties=species:S:1:pos:R:3:forces:R:3:lowdin_charge:R:1
K 12.6634 9.7847 3.8507 -0.2 0.0 -0.6 0.734
As 13.7458 13.0163 1.3859 0.3 -1.1 -1.1 0.914
F 15.4045 12.2736 1.4977 -1.8 1.0 0.1 -0.296
F 12.9871 11.4482 1.8025 0.8 1.1 0.1 -0.338
F 12.0957 13.6539 1.2156 0.9 0.0 0.4 -0.285
F 14.4079 14.6036 0.9525 -0.3 -1.2 0.4 -0.286
F 13.6652 12.5115 -0.3520 0.3 0.8 1.9 -0.290
F 13.8111 13.4736 3.1289 -0.1 -0.5 -1.5 -0.306
C 11.0497 5.7189 0.8567 1.9 1.5 1.1 -0.647
F 10.1194 6.6352 0.5864 -0.1 -0.3 -0.3 0.121
F 10.4856 4.6884 1.4586 -0.4 -0.5 0.1 0.130
F 11.6331 5.3010 -0.2764 -0.5 0.1 0.2 0.118
S 12.4243 6.5530 1.9731 1.7 1.2 0.8 0.495
O 13.0519 7.5334 1.0929 -0.7 -1.0 -0.1 -0.329
O 11.8160 7.2359 3.1350 -0.8 -0.8 -0.7 -0.429
O 13.3104 5.4772 2.4165 -0.9 -0.1 -0.7 -0.357
C 11.5939 13.7245 7.7244 -0.3 -0.1 0.2 -0.101
C 13.0355 14.1019 7.4017 -0.6 0.5 -0.7 -0.262
C 14.0550 13.0504 7.7247 0.4 -1.5 0.0 -0.182
C 13.9975 11.8208 6.8743 -0.6 1.5 0.8 -0.174
N 13.8961 10.9243 6.1776 0.0 -0.8 -0.4 0.147
H 11.4606 13.5523 8.7924 0.2 0.0 0.2 0.068
H 11.1865 12.8282 7.2566 0.3 0.0 -0.4 0.071
H 10.9415 14.5646 7.4862 0.0 -0.1 -0.2 0.074
H 13.2147 14.9815 8.0199 0.5 0.1 -0.1 0.109
H 13.1540 14.3863 6.3562 -0.2 0.1 0.0 0.117
H 13.8432 12.7518 8.7515 0.5 -0.3 0.2 0.114
H 15.0961 13.3560 7.6212 -0.1 0.5 0.3 0.118
C 18.6659 8.6613 2.3760 -0.5 0.6 0.9 -0.246
C 18.1817 7.3810 1.6853 -0.3 -0.1 0.3 -0.222
C 16.6116 7.2856 1.8306 1.4 1.4 -0.3 -0.159
S 16.0454 9.0822 1.8211 -0.5 0.5 -3.0 0.733
O 15.2692 9.3762 3.0309 1.1 -0.4 -0.9 -0.414
O 15.5118 9.4218 0.4823 0.9 -0.8 2.6 -0.335
C 17.7537 9.8388 1.9383 0.0 -1.1 0.2 -0.199
H 19.6921 8.9027 2.0992 0.1 -0.1 0.1 0.103
H 18.6167 8.5329 3.4573 0.1 0.0 0.1 0.105
H 18.6759 6.4981 2.0908 -0.2 0.0 0.6 0.100
H 18.6343 7.3619 0.6939 -1.0 0.3 -0.6 0.105
H 16.3241 6.9336 2.8213 0.0 -0.3 -0.3 0.096
H 16.1563 6.7587 0.9921 -0.3 0.2 0.4 0.101
H 17.6145 10.7275 2.5539 0.3 -0.3 0.3 0.092
H 18.2477 10.1407 1.0148 -1.2 0.2 -0.6 0.100
C 11.1165 6.6303 7.8567 -0.7 1.5 -0.3 -0.187
C 11.3960 7.9887 8.6029 0.7 -0.6 -0.4 -0.244
C 10.2245 8.9136 8.4640 -0.9 -0.3 -1.3 -0.209
S 9.7349 8.6909 6.6487 -0.6 -1.3 0.1 0.732
O 10.3965 9.6262 5.7518 -0.4 -0.3 1.0 -0.373
O 8.2780 8.5100 6.5917 1.5 0.5 0.1 -0.362
C 10.5448 6.9990 6.4580 0.1 1.1 0.8 -0.173
H 10.4264 6.1318 8.5374 -0.1 -0.6 -0.5 0.106
H 12.0369 6.0807 7.6590 -0.1 -0.2 0.6 0.111
H 12.2718 8.4546 8.1513 0.2 0.0 0.3 0.111
H 11.5445 7.7635 9.6590 0.4 0.1 0.0 0.109
H 10.3642 9.9666 8.7087 0.2 -0.1 -0.3 0.097
H 9.3776 8.5319 9.0341 -0.2 0.1 -0.2 0.095
H 11.3999 7.1309 5.7950 -0.2 0.2 -0.3 0.082
H 9.8164 6.3503 5.9714 0.0 0.0 0.3 0.104
C 7.0115 11.4985 1.0027 0.6 -0.8 -0.7 -0.216
C 7.7800 12.6145 0.3199 1.5 0.2 -0.1 -0.237
C 9.1858 12.7613 0.9957 -1.2 -0.7 -0.2 -0.179
S 9.7102 10.9816 1.3899 0.1 0.6 -0.3 0.724
O 10.1432 10.8564 2.7875 -0.2 0.2 -1.4 -0.387
O 10.4863 10.4095 0.2915 -1.0 0.8 1.3 -0.305
C 8.0172 10.3473 1.3113 -0.9 0.1 0.6 -0.216
H 6.2663 11.1574 0.2841 -0.2 -0.2 0.3 0.104
H 6.5031 11.7919 1.9212 0.1 0.2 -0.1 0.108
H 7.2351 13.5585 0.3304 0.1 0.1 0.1 0.106
H 7.9809 12.3752 -0.7243 -0.3 -0.2 -0.1 0.110
H 8.9637 13.3044 1.9143 0.9 -0.2 0.3 0.098
H 9.9055 13.2520 0.3405 0.2 -0.2 0.4 0.086
H 7.7874 10.0036 2.3199 0.3 -0.3 -0.1 0.094
H 7.9867 9.5022 0.6236 0.1 0.2 -0.1 0.101
```
Positions in Å, forces in eV/Å.

Molecular formula: H2NO2P
Method: DFT, the ωB97M-V functional and the def2-TZVPD basis

Values from the calculation:
Lowest unoccupied orbital energy (alpha / beta) in eV: -0.94 / -3.60
<S²>: 2.016
Spin multiplicity: 3
Orbital gap (alpha / beta) in Eh: 0.208 / 0.242
HOMO (alpha / beta) in eV: -6.60 / -10.19

Structure (XYZ):
```
6
Properties=species:S:1:pos:R:3:forces:R:3:nbo_charge:R:1
N 1.8497 0.5543 -0.0194 -4.1 -0.8 -1.8 0.451
O 2.2130 0.9323 1.0036 1.0 0.2 1.3 -0.205
O 0.5486 0.0247 -0.2328 5.3 0.4 0.5 -0.520
P -1.3663 -0.1632 0.3104 -1.4 -0.1 1.5 0.363
H -1.4912 -1.4667 -0.1353 0.2 -1.0 0.4 -0.040
H -1.7539 0.1186 -0.9265 -1.0 1.3 -1.9 -0.049
```
Positions in Å, forces in eV/Å.